(1)
Entry from the Open Molecules 2025 dataset: a structure of composition C31H29FeINO4PS (ωB97M-V/def2-TZVPD).

Last column: Mulliken spin population.
Cartesian coordinates (Å):
Fe: 1.35 -0.01 -0.79  1.219
O: 4.59 -1.22 -1.91  -0.003
S: 3.31 -0.74 -1.56  0.004
O: 2.17 -0.92 -2.53  0.016
O: 3.18 0.76 -1.24  -0.005
O: 2.69 -1.30 -0.26  -0.006
I: -0.51 0.81 -2.39  -0.016
C: -2.05 1.12 -1.03  0.009
C: -2.61 2.37 -1.04  -0.002
C: -3.80 2.62 -0.34  0.001
C: -4.44 1.59 0.28  -0.002
C: -3.88 0.29 0.29  0.001
C: -4.61 -0.78 0.86  -0.001
C: -4.11 -2.05 0.87  0.000
C: -2.80 -2.27 0.41  0.000
C: -2.03 -1.26 -0.12  0.001
P: -0.24 -1.64 -0.26  -0.073
C: -0.11 -2.88 -1.59  -0.005
C: -1.18 -3.02 -2.48  -0.005
C: -1.08 -3.89 -3.56  0.001
C: 0.08 -4.63 -3.76  -0.002
C: 1.15 -4.47 -2.89  0.002
C: 1.06 -3.60 -1.82  -0.003
C: 0.01 -2.51 1.33  0.006
C: 0.66 -3.73 1.44  -0.003
C: 0.80 -4.35 2.67  0.001
C: 0.28 -3.77 3.81  -0.002
C: -0.40 -2.56 3.72  0.001
C: -0.54 -1.94 2.49  -0.004
C: -2.61 0.04 -0.29  -0.015
H: -2.16 3.16 -1.62  0.000
H: -4.23 3.61 -0.34  0.000
H: -5.40 1.74 0.76  0.000
H: -5.59 -0.57 1.28  0.000
H: -4.69 -2.87 1.27  0.000
H: -2.37 -3.26 0.53  0.000
H: -2.09 -2.47 -2.34  -0.001
H: -1.92 -3.99 -4.24  0.000
H: 0.15 -5.31 -4.60  0.000
H: 2.06 -5.03 -3.05  0.000
H: 1.93 -3.45 -1.19  0.001
H: 1.06 -4.22 0.56  0.000
H: 1.31 -5.31 2.73  0.000
H: 0.39 -4.25 4.77  0.000
H: -0.83 -2.11 4.60  0.000
H: -1.12 -1.03 2.42  -0.001
C: 2.67 5.45 -0.18  0.000
N: 2.93 4.11 -0.76  0.000
C: 3.87 3.34 0.12  -0.001
C: 1.66 3.33 -1.14  -0.002
C: 0.89 2.84 0.06  -0.065
C: 0.20 3.76 0.86  -0.002
C: -0.32 3.38 2.08  0.002
C: -0.12 2.08 2.53  -0.002
C: 0.49 1.15 1.70  -0.067
C: 0.93 1.49 0.42  0.008
H: 3.61 5.98 -0.10  0.000
H: 2.24 5.32 0.81  0.000
H: 1.98 6.00 -0.82  0.000
H: 3.40 4.26 -1.65  0.000
H: 3.32 3.04 1.01  0.000
H: 4.70 4.00 0.38  0.000
H: 4.20 2.45 -0.41  0.000
H: 2.03 2.49 -1.72  0.003
H: 1.10 4.01 -1.78  0.001
H: 0.08 4.78 0.52  0.000
H: -0.86 4.09 2.69  0.000
H: -0.45 1.79 3.51  0.000
H: 0.63 0.14 2.05  0.011

The calculation puts the relative energy (zero: lowest compared OMol25 entry of this formula, charge and spin) at 0.00 kcal per mole. The charge is +1. The gap between HOMO and LUMO (alpha / beta) comes out at 7.95 / 8.35 eV. For the calculated total energy, the calculation gives -104902.915 eV. The multiplicity is 2. Its LUMO energy (alpha / beta) is -3.263 / -2.846 eV.

(2)
Entry from the Open Molecules 2025 dataset: a cluster of 3 separate species, C4H12IO2 in total at a distorted geometry (ωB97M-V/def2-TZVPD).

Last column: natural (NBO) charge in e.
Cartesian coordinates (Å):
I: 1.79 0.77 3.13  -0.959
C: -2.28 -2.48 0.23  -0.622
C: -1.37 -1.22 0.42  -0.036
O: -0.44 -1.57 1.35  -0.748
H: -1.72 -3.31 -0.21  0.195
H: -3.09 -2.21 -0.45  0.188
H: -2.69 -2.88 1.16  0.205
H: -2.01 -0.42 0.80  0.146
H: -0.89 -0.89 -0.50  0.147
H: 0.23 -0.89 1.48  0.506
C: 1.86 0.96 -0.99  -0.637
C: 1.10 2.35 -1.08  -0.059
O: 0.17 2.18 -0.03  -0.749
H: 2.50 1.00 -1.87  0.172
H: 1.24 0.09 -1.21  0.204
H: 2.47 0.96 -0.09  0.238
H: 0.55 2.45 -2.02  0.162
H: 1.86 3.10 -0.85  0.154
H: 0.71 2.02 0.75  0.493

The calculation puts the relative energy (zero: lowest compared OMol25 entry of this formula, charge and spin) at 19.02 kcal per mole. The charge is -1. The gap between HOMO and LUMO comes out at 7.51 eV. For the calculated total energy, the calculation gives -16540.155 eV. Its LUMO energy is 3.563 eV.

(3)
Entry from the Open Molecules 2025 dataset: a structure of composition C29H30N9OPdS at a distorted geometry (ωB97M-V/def2-TZVPD).

Last column: Mulliken spin population.
Cartesian coordinates (Å):
Pd: 0.12 -0.52 -1.40  1.233
C: -1.76 4.60 -2.67  0.097
C: -2.35 3.72 -3.57  -0.048
C: -2.37 2.36 -3.31  0.108
C: -1.79 1.86 -2.14  -0.035
C: -1.16 2.75 -1.25  0.080
C: -1.17 4.10 -1.51  -0.038
N: -1.73 0.50 -1.85  0.601
C: -2.75 -0.36 -2.06  0.004
C: -4.08 0.01 -2.37  0.191
C: -5.02 -0.95 -2.65  -0.075
C: -4.70 -2.31 -2.62  0.162
C: -3.44 -2.73 -2.25  -0.037
C: -2.48 -1.78 -1.93  0.019
N: -1.21 -2.09 -1.46  0.080
N: -0.80 -3.26 -1.41  0.143
C: 0.55 -3.38 -1.03  -0.021
C: 1.03 -4.65 -0.77  0.035
C: 2.36 -4.81 -0.43  -0.014
C: 3.17 -3.69 -0.37  0.027
C: 2.62 -2.45 -0.66  -0.009
N: 1.35 -2.29 -0.99  0.096
H: -1.75 5.66 -2.87  0.003
H: -2.79 4.10 -4.49  0.001
H: -2.79 1.67 -4.04  -0.003
H: -0.73 2.35 -0.34  -0.005
H: -0.73 4.79 -0.80  0.000
H: -4.35 1.06 -2.37  0.001
H: -6.03 -0.64 -2.89  0.000
H: -5.46 -3.05 -2.86  0.003
H: -3.19 -3.78 -2.19  0.006
H: 0.34 -5.49 -0.85  0.001
H: 2.76 -5.80 -0.22  0.000
H: 4.22 -3.78 -0.12  0.001
H: 3.24 -1.56 -0.64  0.002
N: 1.71 1.17 -1.93  0.085
N: 1.53 1.67 -3.22  -0.010
C: 1.03 0.89 -4.20  -0.027
N: 1.04 1.40 -5.42  0.014
S: 0.42 -0.67 -3.93  0.304
H: 1.56 1.93 -1.26  -0.007
H: 2.66 0.83 -1.82  -0.004
H: 2.03 2.51 -3.47  0.002
H: 1.44 2.29 -5.65  -0.001
H: 0.68 0.84 -6.19  -0.001
C: 0.72 -0.53 5.61  -0.005
N: 0.55 -0.79 4.18  0.322
N: 0.88 0.08 3.24  0.226
C: 0.39 -0.42 1.99  0.002
O: 0.57 0.19 0.94  0.309
C: -0.26 -1.67 2.29  0.108
C: -0.14 -1.87 3.62  -0.066
C: -0.63 -2.98 4.48  0.008
C: 1.65 1.26 3.45  0.023
C: 1.18 2.46 2.94  0.043
C: 1.92 3.61 3.15  -0.018
C: 3.11 3.55 3.86  0.047
C: 3.58 2.34 4.36  -0.016
C: 2.85 1.18 4.15  0.039
H: 0.78 0.55 5.77  0.009
H: 1.62 -1.00 5.99  0.012
H: -0.15 -0.94 6.12  0.007
H: -0.76 -2.30 1.58  -0.001
H: -1.02 -3.78 3.85  -0.001
H: -1.43 -2.64 5.14  -0.004
H: 0.17 -3.38 5.11  -0.003
H: 0.23 2.50 2.42  -0.002
H: 1.55 4.56 2.79  0.000
H: 3.68 4.46 4.04  0.001
H: 4.52 2.29 4.89  0.000
H: 3.23 0.23 4.50  0.000

The charge is +3. The gap between HOMO and LUMO (alpha / beta) comes out at 6.49 / 5.07 eV. For the calculated total energy, the calculation gives -60306.497 eV. The multiplicity is 5. Its LUMO energy (alpha / beta) is -8.868 / -11.136 eV.

(4)
Entry from the Open Molecules 2025 dataset: a cluster of 6 separate species, H12O6 in total (ωB97M-V/def2-TZVPD).

Last column: natural (NBO) charge in e.
Cartesian coordinates (Å):
O: 6.45 -0.05 0.69  -0.936
H: 5.50 0.06 0.59  0.471
H: 6.83 0.63 0.13  0.465
O: 2.10 -2.09 -3.25  -0.938
H: 1.66 -2.03 -4.10  0.467
H: 2.82 -2.70 -3.40  0.470
O: -2.74 -1.80 4.86  -0.934
H: -3.05 -2.05 5.73  0.466
H: -1.80 -1.64 4.98  0.468
O: -2.28 3.77 -0.14  -0.938
H: -2.45 4.02 -1.05  0.468
H: -2.63 4.50 0.38  0.470
O: -4.71 -0.61 -2.28  -0.934
H: -4.22 -1.36 -2.60  0.467
H: -4.04 0.05 -2.09  0.467
O: 1.10 0.32 0.79  -0.941
H: 1.05 0.00 -0.11  0.470
H: 0.40 0.97 0.86  0.471

The calculation puts the relative energy (zero: lowest compared OMol25 entry of this formula, charge and spin) at 42.20 kcal per mole. The charge is 0. The gap between HOMO and LUMO comes out at 11.82 eV. For the calculated total energy, the calculation gives -12479.284 eV. Its structure (SMILES) is O.O.O.O.O.O. Its LUMO energy is 0.406 eV.